# 1
C5H5ClFN2 | ωB97M-V/def2-TZVPD

As for the energy above the lowest of the compared OMol25 structures with the same formula, charge and spin: 1.1336 eV.

The geometry in ORCA input format:
```
! RIJCOSX wB97M-V def2-TZVPD def2/J DEFGRID3
* xyz -1 1
C -0.021 0.008 -0.707
H -1.006 0.700 1.085
Cl -1.838 1.555 -1.544
C -0.568 -0.261 0.704
H -0.502 -0.544 -1.515
C 1.113 1.001 -0.710
H 1.336 1.330 -1.732
H 0.925 1.819 0.002
H 2.020 0.533 -0.305
C 0.468 -0.619 1.683
N 1.175 -0.649 2.599
C -1.643 -1.253 0.719
N -2.524 -1.997 0.752
F 1.064 -1.623 -1.031
*
```



# 2
C7H15NO | ωB97M-V/def2-TZVPD

As for the energy above the lowest of the compared OMol25 structures with the same formula, charge and spin: 4.0420 eV.

The geometry in ORCA input format:
```
! RIJCOSX wB97M-V def2-TZVPD def2/J DEFGRID3
* xyz 0 1
C 0.735 -0.742 -0.033
C 2.614 0.201 1.271
C 2.195 0.885 -1.128
C -2.661 -1.101 0.631
C -2.076 0.496 -1.313
C 1.553 0.462 0.197
C -1.897 0.070 0.109
N 1.063 -1.917 -0.239
O -1.701 1.147 0.960
H 3.266 -0.611 0.958
H 2.142 -0.079 2.210
H 3.211 1.095 1.433
H 2.832 0.089 -1.509
H 2.795 1.780 -0.981
H 1.429 1.099 -1.870
H -2.282 -1.416 1.605
H -3.727 -0.866 0.746
H -2.578 -1.934 -0.062
H -3.097 0.842 -1.508
H -1.401 1.320 -1.524
H -1.861 -0.327 -1.991
H 0.888 1.267 0.538
H 0.342 -2.618 -0.376
H -1.783 0.858 1.878
*
```